{
  "formula": "C28H33NO2S",
  "method": "ωB97M-V/def2-TZVPD",
  "fmax_ev_per_a": 1.980,
  "e_tot_ha": -1690.0060,
  "total_charge": 0,
  "elements": ["C", "C", "C", "C", "C", "C", "C", "C", "C", "C", "C", "C", "C", "C", "C", "C", "C", "C", "C", "C", "C", "C", "H", "H", "H", "H", "H", "H", "H", "H", "H", "H", "H", "H", "H", "H", "H", "H", "H", "H", "H", "H", "H", "H", "H", "H", "H", "H", "H", "H", "H", "S", "C", "C", "C", "C", "N", "O", "O", "C", "C", "H", "H", "H", "H"],
  "coordinates": [[-4.47, 2.90, 3.08], [-3.65, 1.89, 2.34], [-3.02, 0.85, 3.03], [-2.24, -0.10, 2.37], [-1.63, -1.16, 3.26], [-2.07, -0.03, 0.97], [-1.25, -1.06, 0.20], [-1.89, -2.45, 0.24], [0.24, -1.11, 0.60], [0.98, 0.15, 0.47], [2.26, 0.43, 0.95], [2.80, 1.76, 0.78], [1.97, 2.84, 0.15], [4.08, 2.06, 1.21], [4.89, 1.11, 1.84], [6.28, 1.46, 2.27], [4.37, -0.17, 2.06], [3.10, -0.54, 1.63], [2.67, -1.94, 1.93], [-2.72, 1.00, 0.27], [-2.61, 1.11, -1.23], [-3.50, 1.94, 0.95], [-4.90, 3.62, 2.37], [-5.28, 2.44, 3.64], [-3.86, 3.46, 3.80], [-3.14, 0.77, 4.11], [-1.13, -1.98, 2.74], [-0.90, -0.71, 3.96], [-2.41, -1.61, 3.90], [-1.25, -0.77, -0.86], [-2.92, -2.39, -0.13], [-1.34, -3.15, -0.40], [-1.93, -2.86, 1.26], [0.30, -1.45, 1.63], [0.72, -1.88, -0.03], [0.45, 0.94, -0.08], [2.53, 3.78, 0.18], [1.74, 2.62, -0.90], [1.02, 3.00, 0.68], [4.46, 3.07, 1.06], [6.76, 0.60, 2.74], [6.89, 1.78, 1.41], [6.28, 2.30, 2.98], [4.99, -0.91, 2.58], [3.53, -2.50, 2.35], [1.89, -1.99, 2.70], [2.34, -2.49, 1.04], [-3.20, 1.97, -1.57], [-1.58, 1.27, -1.58], [-3.01, 0.22, -1.75], [-4.00, 2.73, 0.38], [1.61, 0.98, -3.44], [0.61, -0.17, -4.10], [-0.65, 0.20, -4.69], [-1.49, -0.77, -5.21], [-1.11, -2.13, -5.18], [-1.98, -3.12, -5.71], [-1.63, -4.32, -5.67], [-3.07, -2.75, -6.21], [0.13, -2.51, -4.62], [0.98, -1.56, -4.10], [-0.93, 1.25, -4.73], [-2.45, -0.51, -5.64], [0.38, -3.57, -4.61], [1.94, -1.84, -3.69]]
}